The following is a DFT calculation (the ωB97M-V functional and the def2-TZVPD basis) of a structure of composition C19H22BrN6O4Pd.

Geometry as ORCA input:
```
! wB97M-V def2-TZVPD RIJCOSX def2/J DEFGRID3
* xyz -1 1
Pd 0.303 -0.194 -1.675
O -2.267 -1.019 -1.472
N -2.481 -1.412 -0.323
N -1.475 -1.336 0.505
O -0.266 -0.853 0.246
C -1.709 -1.758 1.842
C -0.691 -1.578 2.770
C -0.889 -1.974 4.088
C -2.088 -2.545 4.482
C -3.095 -2.728 3.541
C -2.915 -2.343 2.223
H 0.243 -1.151 2.437
H -0.089 -1.837 4.805
H -2.237 -2.855 5.509
H -4.033 -3.184 3.830
H -3.694 -2.492 1.491
Br 2.527 -7.166 -3.484
C 3.062 -5.741 -2.354
C 4.115 -5.939 -1.475
N 4.551 -4.991 -0.651
C 3.939 -3.807 -0.701
C 2.874 -3.526 -1.548
C 2.417 -4.519 -2.395
C 2.248 -2.140 -1.506
O 2.865 -1.250 -0.927
O 1.105 -2.064 -2.072
H 4.617 -6.900 -1.441
H 4.296 -3.026 -0.043
H 1.580 -4.326 -3.052
N 1.255 1.022 -4.368
C 0.895 0.548 -3.377
C -0.134 5.604 0.896
C -0.894 4.311 1.156
N -1.057 3.488 -0.031
C -2.039 3.917 -1.017
C -1.424 4.478 -2.296
C -0.316 2.367 -0.256
C 0.791 2.019 0.696
N -0.514 1.605 -1.271
H -0.001 6.166 1.822
H -0.670 6.243 0.192
H 0.851 5.395 0.475
H -1.891 4.536 1.547
H -0.394 3.728 1.924
H -2.654 4.678 -0.535
H -2.714 3.085 -1.243
H -0.900 5.413 -2.092
H -2.203 4.676 -3.033
H -0.712 3.784 -2.742
H 1.410 2.890 0.915
H 1.400 1.235 0.252
H 0.378 1.629 1.628
H -1.276 1.840 -1.894
*
```

* highest occupied orbital energy: -0.18088 hartree
* ΔE to the lowest compared entry with this formula, charge and spin: 4.4 kJ/mol

How is the electron density shared among the atoms? According to natural (NBO), the charges in e are: Pd 0.859; O -0.491; N 0.147; N 0.071; O -0.672; C 0.207; C -0.268; C -0.204; C -0.251; C -0.210; C -0.258; H 0.252; H 0.205; H 0.202; H 0.203; H 0.238; Br 0.030; C -0.138; C -0.004; N -0.420; C 0.059; C -0.158; C -0.163; C 0.763; O -0.686; O -0.703; H 0.190; H 0.218; H 0.253; N -0.559; C 0.040; C -0.620; C -0.200; N -0.432; C -0.219; C -0.627; C 0.519; C -0.679; N -0.690; H 0.209; H 0.203; H 0.214; H 0.189; H 0.215; H 0.198; H 0.203; H 0.202; H 0.213; H 0.238; H 0.211; H 0.279; H 0.238; H 0.380

---

The following is a DFT calculation (the ωB97M-V functional and the def2-TZVPD basis) of a cluster of 3 separate species, C19H22F17NO4S in total in a non-equilibrium geometry.

Geometry as ORCA input:
```
! wB97M-V def2-TZVPD RIJCOSX def2/J DEFGRID3
* xyz 0 1
O -0.139 7.655 3.852
C 0.597 6.897 3.314
F 1.089 5.843 4.003
C 1.110 6.982 1.900
C 1.370 5.624 1.224
C 1.037 5.665 -0.268
O -0.022 5.390 -0.781
N 2.196 6.031 -0.984
C 3.321 6.038 -0.019
C 2.845 5.160 1.139
C 3.769 5.193 2.371
C 4.133 3.815 2.949
C 3.067 3.147 3.817
S 1.573 2.647 2.909
H 1.999 7.618 1.926
H 0.334 7.545 1.376
H 0.716 4.893 1.697
H 2.368 5.358 -1.724
H 4.255 5.702 -0.471
H 3.465 7.063 0.330
H 2.803 4.127 0.784
H 4.709 5.658 2.049
H 3.384 5.826 3.170
H 4.438 3.137 2.149
H 5.011 3.959 3.590
H 2.770 3.793 4.644
H 3.489 2.244 4.264
H 1.673 1.316 2.966
C -2.336 -0.275 -1.198
C -2.128 -0.102 0.315
C -1.046 0.874 0.783
F 0.180 0.456 0.406
F -1.066 0.931 2.135
F -1.951 -1.302 0.905
F -3.295 0.428 0.786
O -1.766 -1.423 -1.797
C -0.540 -1.413 -2.400
C 0.399 -2.432 -1.749
F 0.602 -2.122 -0.452
F 1.590 -2.398 -2.390
F 0.008 -0.188 -2.446
F -0.715 -1.822 -3.680
H -3.408 -0.430 -1.304
H -2.091 0.636 -1.744
H -1.226 1.878 0.387
H -0.026 -3.432 -1.820
C -2.335 -7.121 -0.723
C -3.654 -7.909 -0.777
C -3.638 -9.299 -1.422
F -3.334 -9.220 -2.732
F -4.871 -9.839 -1.307
F -4.625 -7.157 -1.331
F -3.992 -8.141 0.526
O -2.156 -6.101 -1.688
C -1.495 -6.299 -2.865
C -2.388 -5.974 -4.067
F -3.455 -6.794 -4.085
F -1.675 -6.165 -5.197
F -0.951 -7.520 -2.962
F -0.472 -5.403 -2.903
H -2.385 -6.580 0.220
H -1.472 -7.784 -0.663
H -2.919 -9.950 -0.919
H -2.724 -4.936 -4.014
*
```

* highest occupied orbital energy: -0.33806 hartree
* SMILES: O=C(F)C[C@H]1C(=O)NC[C@H]1CCCS.FC(F)C(F)(F)COC(F)(F)C(F)F.FC(F)C(F)(F)COC(F)(F)C(F)F

How is the electron density shared among the atoms? According to natural (NBO), the charges in e are: O -0.517; C 0.882; F -0.349; C -0.538; C -0.335; C 0.697; O -0.568; N -0.637; C -0.223; C -0.225; C -0.411; C -0.397; C -0.517; S -0.074; H 0.245; H 0.261; H 0.258; H 0.394; H 0.211; H 0.184; H 0.225; H 0.209; H 0.213; H 0.204; H 0.211; H 0.222; H 0.229; H 0.142; C -0.134; C 0.596; C 0.516; F -0.325; F -0.321; F -0.310; F -0.328; O -0.511; C 0.851; C 0.496; F -0.322; F -0.322; F -0.316; F -0.326; H 0.228; H 0.214; H 0.152; H 0.162; C -0.134; C 0.596; C 0.521; F -0.321; F -0.319; F -0.307; F -0.329; O -0.510; C 0.852; C 0.504; F -0.317; F -0.319; F -0.313; F -0.335; H 0.231; H 0.210; H 0.140; H 0.153

---

The following is a DFT calculation (the ωB97M-V functional and the def2-TZVPD basis) of an isolated molecule of C19H22FN3O3.

Geometry as ORCA input:
```
! wB97M-V def2-TZVPD RIJCOSX def2/J DEFGRID3
* xyz 0 1
C -3.222 2.167 1.063
C -2.551 2.098 -0.301
H -2.917 1.241 -0.872
H -2.732 3.022 -0.859
O -1.148 1.880 -0.195
C -0.386 2.926 0.158
N -0.927 4.119 0.310
C -0.143 5.136 0.643
C 1.216 5.011 0.847
C 1.791 3.753 0.692
C 0.994 2.687 0.325
C 1.489 1.279 0.235
O 1.522 0.570 1.233
N 1.876 0.838 -0.977
C 1.758 1.607 -2.197
C 0.563 1.170 -3.040
H 0.670 0.135 -3.355
H 0.488 1.797 -3.925
H -0.353 1.264 -2.462
H 1.661 2.662 -1.933
H 2.683 1.481 -2.770
C 2.311 -0.541 -1.101
H 2.974 -0.630 -1.964
H 2.851 -0.812 -0.189
C 1.133 -1.511 -1.282
O 0.965 -2.153 -2.300
N 0.321 -1.548 -0.216
H 0.574 -1.016 0.609
C -0.864 -2.378 -0.165
C -0.635 -3.590 0.701
C 0.213 -4.597 0.252
C 0.471 -5.705 1.037
C -0.132 -5.792 2.279
C -0.977 -4.806 2.753
C -1.220 -3.701 1.955
H -1.876 -2.922 2.313
H -1.428 -4.907 3.727
F 0.110 -6.873 3.051
H 1.125 -6.494 0.701
H 0.671 -4.505 -0.721
H -1.698 -1.783 0.218
H -1.076 -2.687 -1.193
H 2.849 3.604 0.852
H 1.814 5.863 1.128
H -0.649 6.085 0.752
H -2.873 3.043 1.602
H -4.299 2.235 0.937
H -2.986 1.278 1.643
*
```

* highest occupied orbital energy: -0.32855 hartree
* SMILES: CCOc1ncccc1C(=O)N(CC)CC(=O)NCc1ccc(F)cc1
* ΔE to the lowest compared entry with this formula, charge and spin: 16.9 kJ/mol

How is the electron density shared among the atoms? According to natural (NBO), the charges in e are: C -0.637; C -0.069; H 0.190; H 0.198; O -0.498; C 0.528; N -0.494; C 0.059; C -0.290; C -0.133; C -0.202; C 0.692; O -0.649; N -0.412; C -0.207; C -0.635; H 0.231; H 0.214; H 0.219; H 0.216; H 0.197; C -0.315; H 0.225; H 0.244; C 0.670; O -0.644; N -0.618; H 0.435; C -0.243; C -0.054; C -0.176; C -0.279; C 0.398; C -0.281; C -0.191; H 0.212; H 0.229; F -0.327; H 0.230; H 0.230; H 0.200; H 0.239; H 0.225; H 0.224; H 0.196; H 0.226; H 0.216; H 0.210

---

The following is a DFT calculation (the ωB97M-V functional and the def2-TZVPD basis) of an isolated molecule of C19H22FN3O3S in a non-equilibrium geometry.

Geometry as ORCA input:
```
! wB97M-V def2-TZVPD RIJCOSX def2/J DEFGRID3
* xyz 0 1
C 4.715 2.335 1.141
N 4.672 1.329 0.100
C 3.482 0.555 0.024
C 3.118 -0.337 1.025
C 1.968 -1.094 0.888
C 1.157 -0.948 -0.231
C 1.528 -0.058 -1.234
C 2.687 0.684 -1.109
H 2.985 1.374 -1.884
H 0.914 0.040 -2.118
C -0.042 -1.830 -0.398
O 0.072 -3.037 -0.509
N -1.242 -1.204 -0.466
C -1.495 0.170 -0.101
H -0.554 0.693 0.071
C -2.356 0.193 1.176
N -3.583 -0.550 1.012
C -4.729 0.063 0.522
C -5.951 -0.622 0.565
C -7.123 -0.032 0.140
C -7.092 1.270 -0.327
C -5.912 1.983 -0.367
C -4.740 1.380 0.051
H -3.831 1.957 -0.003
H -5.910 2.998 -0.732
F -8.239 1.853 -0.746
H -8.058 -0.567 0.178
H -5.995 -1.624 0.960
C -3.291 -1.927 0.667
H -4.208 -2.493 0.522
C -2.451 -1.989 -0.617
H -2.154 -3.016 -0.836
H -3.032 -1.585 -1.454
H -2.727 -2.378 1.490
H -2.573 1.216 1.482
H -1.789 -0.288 1.981
H -2.034 0.657 -0.921
H 1.694 -1.808 1.650
H 3.754 -0.460 1.886
S 6.072 0.397 -0.046
O 7.184 1.275 0.152
O 6.008 -0.797 0.746
C 5.979 -0.058 -1.791
H 5.929 0.858 -2.364
H 5.100 -0.672 -1.935
H 6.877 -0.613 -2.031
H 5.724 2.742 1.140
H 3.999 3.123 0.901
H 4.490 1.931 2.133
*
```

* highest occupied orbital energy: -0.28925 hartree
* SMILES: CN(c1ccc(C(=O)N2CCN(c3ccc(F)cc3)CC2)cc1)S(C)(=O)=O
* ΔE to the lowest compared entry with this formula, charge and spin: 207.6 kJ/mol

How is the electron density shared among the atoms? According to natural (NBO), the charges in e are: C -0.414; N -0.700; C 0.097; C -0.153; C -0.189; C -0.116; C -0.207; C -0.204; H 0.224; H 0.222; C 0.668; O -0.612; N -0.437; C -0.235; H 0.229; C -0.222; N -0.434; C 0.163; C -0.229; C -0.256; C 0.355; C -0.247; C -0.268; H 0.210; H 0.227; F -0.328; H 0.230; H 0.213; C -0.215; H 0.215; C -0.245; H 0.252; H 0.196; H 0.202; H 0.215; H 0.202; H 0.196; H 0.226; H 0.230; S 2.302; O -0.943; O -0.942; C -0.864; H 0.244; H 0.248; H 0.254; H 0.243; H 0.207; H 0.186

---

The records above give, respectively, Kohn-Sham gap values of 7.32, 9.65, 9.62, 8.32 eV.
The records above give, respectively, E values of -4068.6226, -3188.8591, -1227.1158, -1625.2508 a.u..